# C17H31OPr

C17H31OPr as an isolated structure at a distorted geometry (ωB97M-V with the def2-TZVPD basis set, the Open Molecules 2025 dataset).

Calculated values
* HOMO level (spin up / spin down): -14.80 / -14.80 eV
* multiplicity: 3
* charge: +2
* LUMO energy (spin up / spin down): -7.31 / -7.18 eV

```
50
Properties=species:S:1:pos:R:3:forces:R:3
C -1.09630 -1.06873 -2.03768 -0.313 -1.844 -2.743
H -2.17273 -1.26439 -2.12319 0.109 -0.749 -1.090
H -0.59615 -0.90982 -3.04938 -1.083 0.143 1.236
H -1.38563 -0.08418 -1.65066 1.280 0.384 0.811
C -0.50482 -2.48788 -1.52145 -1.121 0.749 1.061
H 0.44379 -2.46397 -1.00669 0.990 0.443 0.174
H -1.19570 -2.89687 -0.77742 -0.165 0.081 0.117
C -0.35436 -3.54337 -2.59527 0.312 0.049 -0.899
H 0.03289 -4.50167 -2.26722 0.119 0.090 0.734
H -1.26178 -3.79387 -3.09671 -0.983 0.120 -0.158
H 0.31509 -3.24809 -3.38676 0.394 0.434 -0.228
C 1.78968 1.29881 0.92918 1.126 -0.016 -0.058
C 2.50161 0.15850 0.39907 -0.339 1.110 0.044
C 2.30990 0.17342 -1.00087 -0.270 -0.107 -0.102
C 1.50591 1.28663 -1.34476 -0.406 0.068 0.086
C 1.23907 2.00889 -0.15599 -0.542 -0.192 0.048
C 0.48239 3.28963 -0.05610 -0.510 0.641 0.050
C 1.08683 1.69329 -2.72265 0.617 0.106 -0.466
C 2.84270 -0.79345 -1.98945 0.673 -0.710 -0.714
C 3.28939 -0.80642 1.20468 -0.151 -0.697 0.229
C 1.70436 1.69517 2.37173 -0.335 -0.057 0.353
Pr -0.00788 -0.31126 0.25706 1.149 0.067 0.199
H 0.21274 2.34518 -2.73714 0.016 -0.103 0.051
H 1.90631 2.25542 -3.20790 -0.326 -0.181 0.160
H 0.90020 0.82793 -3.36655 -0.021 0.138 0.072
H -0.14997 3.48651 -0.93660 0.235 -0.135 0.300
H -0.16706 3.33951 0.83784 0.285 -0.024 -0.309
H 1.16597 4.15044 0.02316 -0.130 -0.302 0.001
H 1.71064 0.78857 2.99674 0.070 0.348 0.084
H 2.53169 2.34960 2.71940 -0.469 -0.377 -0.322
H 0.74417 2.21903 2.54851 0.562 -0.090 0.138
H 3.47545 -1.71729 0.62364 0.093 0.103 0.259
H 4.25979 -0.41400 1.53158 -0.223 0.031 -0.087
H 2.73287 -1.08823 2.11686 0.316 -0.025 -0.137
H 2.10585 -1.12547 -2.74802 0.253 0.228 0.384
H 3.68121 -0.34824 -2.56200 -0.404 -0.151 0.264
H 3.25673 -1.69241 -1.50829 -0.158 0.245 -0.177
C -3.87584 -0.54750 2.19950 -0.399 -0.648 -2.017
C -3.65831 0.88666 2.61264 0.170 0.392 1.367
C -2.22135 1.25448 2.30878 0.573 -0.638 -1.015
O -1.45194 -0.06942 2.02451 -2.634 0.207 0.874
C -2.49163 -1.18787 1.98685 0.284 -0.101 0.048
H -4.49157 -1.12323 2.89290 0.264 0.129 0.037
H -4.41455 -0.58126 1.21435 0.374 0.035 0.877
H -3.88448 1.00642 3.68324 0.401 -0.079 -0.253
H -4.31816 1.58967 2.13467 -0.304 0.086 -0.444
H -2.12421 1.86857 1.38552 -0.017 -0.399 0.461
H -1.70235 1.74227 3.11364 0.274 0.028 0.304
H -2.27576 -1.95684 2.75574 0.321 0.715 -0.361
H -2.42471 -1.68886 0.97696 0.044 0.455 0.755
```
Positions in Å, forces in eV/Å.

natural (NBO) atomic charge list, values in e, 4 entries:
1 C -0.740
2 H 0.285
3 H 0.294
4 H 0.235

=====

# H38NaO19

H38NaO19 as an isolated structure at a distorted geometry (ωB97M-V with the def2-TZVPD basis set, the Open Molecules 2025 dataset).

Calculated values
* HOMO level: -13.64 eV
* multiplicity: 1
* charge: +1
* LUMO energy: -2.47 eV
* ΔE to the lowest compared entry with this formula, charge and spin: 0.0 kJ/mol

```
58
Properties=species:S:1:pos:R:3:forces:R:3
Na -0.33748 0.48470 -0.72892 -0.130 -0.143 0.416
O -0.55668 -4.09178 1.32182 0.181 -0.373 -0.515
H -1.11748 -4.71676 1.80021 0.180 -0.042 -0.243
H -0.20725 -4.54661 0.52689 -0.272 0.115 0.651
O 3.25916 4.11908 -1.04606 0.116 -0.462 0.835
H 3.74027 4.95437 -1.13996 -0.659 -0.340 -0.586
H 2.58697 3.93083 -1.71522 0.510 0.946 -0.157
O -0.39983 -1.09292 2.81760 0.546 0.596 0.378
H -0.59741 -0.78214 1.92061 -0.104 -0.199 0.002
H 0.06579 -0.31386 3.19208 -0.470 -0.575 -0.084
O 1.55791 2.74391 1.81408 -1.036 -0.830 0.037
H 1.99547 2.39922 2.59493 0.283 0.012 0.239
H 2.08167 3.42475 1.42162 0.906 0.728 -0.200
O 3.68599 -3.79802 -1.21308 0.198 0.355 0.035
H 4.34066 -4.49640 -1.31704 -0.181 -0.023 0.043
H 2.86922 -4.19955 -0.91126 -0.143 -0.226 -0.105
O -4.01389 1.31164 1.32940 0.677 0.563 -0.300
H -4.07830 0.41616 1.65253 0.186 -0.915 0.189
H -4.90793 1.62183 1.29076 -0.769 0.494 0.012
O 2.23215 1.72095 -2.62344 0.473 -0.202 -0.703
H 2.03994 2.15064 -1.78650 -0.417 -0.218 0.402
H 3.17219 1.51791 -2.61388 0.092 0.063 0.005
O -1.66437 4.01645 -1.43152 -0.162 0.676 -0.686
H -1.98483 3.11265 -1.28757 -0.530 -0.122 -0.357
H -2.03264 4.36667 -2.27016 0.171 -0.556 0.819
O 0.41221 2.62121 -0.87542 0.327 1.322 0.729
H -0.15212 3.31899 -1.31463 0.311 -0.569 0.309
H 0.57303 3.01119 0.01719 -0.156 -0.633 -0.898
O 2.33618 0.25667 3.52052 -0.114 -0.882 -1.441
H 2.25703 -0.52766 4.08353 0.149 0.346 0.149
H 2.42415 -0.17467 2.62320 -0.061 0.556 1.267
O -2.49238 -0.62238 -3.30055 1.215 -0.499 0.810
H -2.89164 -1.15563 -3.98387 -0.274 -0.208 -0.306
H -1.75141 -1.17850 -2.94091 -0.930 0.616 -0.452
O -2.61045 1.17110 -1.13214 0.169 0.384 0.345
H -2.90971 0.59880 -1.86526 -0.396 0.232 0.509
H -3.23433 1.27750 -0.36549 0.325 -0.616 -0.911
O -1.05166 1.36232 1.46814 -0.878 0.139 0.199
H -0.32803 1.90808 1.77374 0.549 0.376 0.167
H -1.85946 1.78437 1.82878 0.433 -0.456 -0.401
O 0.26211 -0.19409 -2.80482 -0.389 0.284 -1.036
H 1.15999 0.19030 -2.88793 -0.268 0.227 0.169
H -0.24646 0.19370 -3.55597 0.578 -0.408 0.771
O -1.31046 -1.78549 0.12655 -0.768 -0.200 0.211
H -2.26794 -1.65812 0.29720 0.539 0.169 -0.446
H -1.15899 -2.68560 0.50848 0.234 0.530 0.040
O 1.92351 -2.17928 1.66596 0.705 -1.277 0.589
H 1.28852 -2.12829 2.39643 -0.619 0.237 -0.313
H 2.29026 -3.07988 1.77547 -0.055 0.675 -0.237
O -3.76775 -1.47359 1.62373 -1.513 -0.985 0.554
H -4.56895 -1.97793 1.93583 0.968 0.803 -0.689
H -3.07661 -1.87980 2.14988 0.551 0.151 0.410
O 0.71695 -3.08960 -1.59947 0.654 -0.828 -0.291
H 1.38926 -2.53334 -2.00721 -0.029 -0.048 -0.127
H 0.19769 -2.50314 -1.06922 -0.636 0.771 0.431
O 1.95675 -0.23463 -0.12088 -0.189 -1.498 -0.854
H 2.27878 -1.18027 -0.03454 -0.577 1.656 0.265
H 2.48261 0.29394 0.46576 0.499 0.312 0.348
```
Positions in Å, forces in eV/Å.

natural (NBO) atomic charge list, values in e, 4 entries:
1 Na 0.908
2 O -0.959
3 H 0.493
4 H 0.501

=====

# C21H43NO12

A 6-piece molecular cluster, C21H43NO12 overall at a distorted geometry (ωB97M-V with the def2-TZVPD basis set, the Open Molecules 2025 dataset).

Calculated values
* HOMO level: -10.29 eV
* SMILES: C[N+](=O)[O-].CCOC(C)=O.CCOC(C)=O.CCOC(C)=O.CCOC(C)=O.CCOC(C)=O
* multiplicity: 1
* LUMO energy: 0.30 eV
* ΔE to the lowest compared entry with this formula, charge and spin: 9.9 kJ/mol

```
77
Properties=species:S:1:pos:R:3:forces:R:3
C 4.86438 -2.36165 2.10570 -0.828 -0.005 1.107
N 5.76876 -3.30933 1.43116 -0.109 -0.038 -0.243
O 6.75090 -3.67112 2.03853 0.084 0.011 0.043
O 5.47161 -3.65023 0.30398 0.072 -0.109 -0.074
H 5.34612 -1.39415 2.19063 0.085 0.019 -0.161
H 4.65405 -2.73369 3.10972 0.436 -0.029 -0.007
H 3.89282 -2.31799 1.63005 0.236 0.110 -0.552
C 0.81213 0.39981 5.06309 -0.670 0.090 -0.371
C -0.07834 -0.80379 4.74810 0.458 0.765 -0.877
O -0.41157 -1.56167 5.90318 -0.190 0.087 0.047
C 0.34827 -2.63792 6.16057 -0.009 -0.149 0.039
C -0.01627 -3.26357 7.46911 0.201 -0.154 0.246
O 1.21387 -3.04120 5.43252 0.245 0.001 -0.158
H 1.62367 0.17216 5.74752 0.041 -0.079 0.024
H 0.18988 1.21046 5.44748 0.195 -0.050 0.351
H 1.21786 0.76463 4.11737 0.204 -0.080 0.075
H -1.00035 -0.43142 4.29845 -0.215 -0.163 0.344
H 0.39177 -1.40515 3.97090 0.082 -0.375 0.348
H 0.11763 -4.34071 7.40966 -0.193 -0.036 -0.145
H -1.02123 -2.98822 7.77248 0.002 -0.057 0.085
H 0.70386 -2.93938 8.22460 -0.119 0.215 -0.030
C 4.21185 -0.84826 -0.99961 -0.402 0.100 0.336
C 3.95280 0.43592 -0.24810 0.603 0.305 -0.172
O 2.55750 0.75717 -0.32564 -0.125 0.190 -0.188
C 1.89747 0.87118 0.82853 -0.287 -0.260 0.437
C 0.41547 1.08356 0.62527 0.290 -0.291 0.150
O 2.40925 0.72124 1.91246 -0.052 0.172 -0.036
H 3.47990 -1.55467 -0.60260 0.234 -0.329 -0.210
H 5.21484 -1.20531 -0.78265 0.037 -0.119 -0.078
H 4.07555 -0.77296 -2.07575 -0.016 0.142 -0.019
H 4.24442 0.32678 0.79290 -0.131 0.008 0.045
H 4.49803 1.29516 -0.64342 -0.046 -0.067 -0.123
H -0.07421 0.78400 1.54795 -0.099 -0.052 -0.037
H 0.10658 0.45166 -0.20566 -0.208 0.128 -0.004
H 0.14808 2.11735 0.42574 0.201 0.072 -0.132
C -5.94486 3.42323 4.02899 0.248 0.379 -0.527
C -6.17055 2.64123 2.74888 -0.736 0.346 0.446
O -4.92595 2.13623 2.28155 0.345 -0.047 0.162
C -4.94689 1.54466 1.08045 0.162 -0.124 0.007
C -3.58010 1.15476 0.59727 0.322 0.074 -0.042
O -5.95483 1.38013 0.44831 -0.248 -0.039 -0.159
H -6.89351 3.86715 4.32883 -0.059 -0.243 0.257
H -5.27470 4.27145 3.86203 0.097 -0.173 -0.038
H -5.51890 2.79285 4.80567 -0.150 0.014 0.132
H -6.88534 1.83861 2.95104 0.240 -0.195 -0.205
H -6.62574 3.26657 1.97810 0.120 -0.006 -0.024
H -3.55503 1.39812 -0.46281 0.169 -0.073 -0.012
H -3.37549 0.09077 0.71880 -0.337 -0.065 -0.004
H -2.78421 1.67846 1.12497 -0.133 0.158 -0.002
C -4.96259 2.69770 -3.95861 0.414 -0.172 -0.153
C -4.49390 3.49202 -2.76927 -0.049 0.440 -0.066
O -3.23409 3.02465 -2.26842 0.054 -0.394 0.283
C -2.12503 3.40552 -2.91396 0.347 0.355 0.340
C -0.87605 2.81401 -2.28426 -1.143 -0.638 -0.880
O -2.12022 4.15940 -3.84780 -0.077 0.067 -0.274
H -5.99350 2.97662 -4.16427 -0.069 -0.192 -0.153
H -4.86712 1.62804 -3.76557 -0.337 0.004 0.120
H -4.33886 2.90056 -4.82955 -0.118 0.170 -0.025
H -4.38971 4.54570 -3.03243 -0.035 -0.002 0.059
H -5.18571 3.39573 -1.93577 0.054 -0.057 0.080
H -1.14284 1.79748 -1.99032 0.218 0.081 0.313
H -0.57841 3.40411 -1.42687 0.264 0.076 -0.020
H -0.15683 2.74348 -3.09399 0.431 0.288 0.323
C 2.74044 -3.06239 -3.96785 -0.487 -0.359 -0.041
C 2.92248 -1.83877 -4.85014 -0.054 0.065 1.106
O 3.24020 -2.09966 -6.20891 0.487 -0.170 -0.143
C 2.42647 -2.87422 -6.93800 -0.297 0.136 -0.433
C 3.01679 -3.17765 -8.29810 -0.452 0.157 0.527
O 1.33671 -3.23683 -6.58130 0.006 -0.027 0.191
H 2.57847 -2.74365 -2.93587 0.227 0.099 -0.026
H 3.58060 -3.75621 -3.99533 0.170 0.191 -0.028
H 1.85059 -3.62587 -4.24029 0.004 0.032 -0.128
H 2.05192 -1.18630 -4.74946 -0.111 -0.101 -0.350
H 3.77092 -1.27791 -4.45824 0.085 0.090 -0.295
H 3.42227 -2.25972 -8.71521 0.197 -0.101 -0.101
H 2.19891 -3.55040 -8.90491 0.097 -0.078 -0.173
H 3.78687 -3.93831 -8.19159 0.127 0.065 -0.101
```
Positions in Å, forces in eV/Å.

Mulliken atomic charge list, values in e, 4 entries:
1 C -0.733
2 N 0.929
3 O -0.553
4 O -0.515